{"formula": "C24H46F2HfNO9S6", "method": "the ωB97M-V functional and the def2-TZVPD basis", "symbols": ["Hf", "N", "O", "O", "O", "F", "C", "C", "C", "C", "C", "C", "H", "H", "H", "H", "H", "F", "C", "C", "C", "C", "C", "C", "H", "H", "H", "H", "H", "C", "S", "O", "C", "H", "H", "H", "H", "H", "H", "C", "S", "O", "C", "H", "H", "H", "H", "H", "H", "C", "S", "O", "C", "H", "H", "H", "H", "H", "H", "C", "S", "O", "C", "H", "H", "H", "H", "H", "H", "C", "S", "O", "C", "H", "H", "H", "H", "H", "H", "C", "S", "O", "C", "H", "H", "H", "H", "H", "H"], "positions_angstrom": [[-1.92096, 12.80291, 26.34721], [-1.74253, 9.37351, 25.60930], [-2.65602, 8.61126, 25.37830], [-2.07318, 10.57301, 25.94092], [-0.55526, 9.09346, 25.48340], [-1.43645, 2.34636, 22.99344], [-1.53334, 3.61278, 22.57251], [-1.41788, 4.64384, 23.47317], [-1.51089, 5.95461, 23.02676], [-1.66971, 6.21631, 21.67996], [-1.75614, 5.15566, 20.78165], [-1.68450, 3.84324, 21.22266], [-1.21690, 4.37698, 24.50401], [-1.38377, 6.74056, 23.76465], [-1.91316, 7.20433, 21.30588], [-1.91341, 5.41169, 19.74197], [-1.81709, 3.03334, 20.51823], [-0.49009, 8.07175, 29.79202], [-1.27146, 7.01486, 29.40963], [-1.35622, 6.73529, 28.07122], [-2.17244, 5.68220, 27.67130], [-2.90217, 4.95639, 28.60371], [-2.72322, 5.20514, 29.94820], [-1.92896, 6.27094, 30.35772], [-0.74378, 7.25141, 27.33967], [-2.21280, 5.37469, 26.63335], [-3.51870, 4.13394, 28.26698], [-3.30552, 4.67151, 30.68693], [-1.95712, 6.58282, 31.39493], [-1.89874, 10.58304, 22.37170], [-2.94122, 11.93600, 22.92152], [-2.30680, 12.52892, 24.17352], [-2.67530, 13.05980, 21.56104], [-2.07918, 10.47964, 21.30233], [-2.23482, 9.69467, 22.90400], [-0.84781, 10.80057, 22.54765], [-3.05898, 14.04806, 21.81172], [-3.21872, 12.63974, 20.71617], [-1.61570, 13.19216, 21.34081], [-3.03653, 11.07520, 30.70908], [-3.75413, 11.07882, 29.07619], [-2.85907, 11.94331, 28.17551], [-3.57796, 9.37641, 28.61698], [-2.81306, 12.11800, 30.93519], [-2.16108, 10.43001, 30.75394], [-3.79862, 10.75559, 31.41996], [-4.07286, 9.25424, 27.65738], [-4.10154, 8.77467, 29.36236], [-2.54503, 9.04180, 28.52434], [0.85886, 11.65417, 29.99820], [-0.00408, 10.88605, 28.65207], [-0.40485, 11.99851, 27.67666], [1.37655, 10.05335, 27.90777], [1.50474, 10.90858, 30.46558], [0.19629, 12.07633, 30.74723], [1.55587, 12.40347, 29.61408], [2.05931, 10.80680, 27.51323], [0.99340, 9.37999, 27.14256], [1.89752, 9.43777, 28.64059], [1.31090, 13.30332, 23.06933], [1.39708, 12.50484, 24.65825], [-0.03041, 12.33507, 25.19714], [1.95132, 10.89517, 24.16621], [0.81753, 12.66825, 22.32963], [2.35455, 13.36685, 22.75228], [0.81302, 14.26717, 23.09256], [1.28729, 10.30880, 23.53392], [2.03538, 10.33418, 25.09693], [2.94680, 11.01881, 23.73950], [-5.56779, 10.56941, 24.47181], [-5.23807, 11.19071, 26.10206], [-4.11319, 12.21647, 25.89245], [-6.77121, 12.06293, 26.36462], [-5.73239, 11.36366, 23.75281], [-6.47441, 9.97099, 24.61932], [-4.80392, 9.84507, 24.19953], [-7.08956, 12.62612, 25.48790], [-6.63282, 12.78331, 27.16997], [-7.51099, 11.30653, 26.62236], [-4.80130, 6.29788, 25.20002], [-6.17080, 6.43511, 24.03597], [-6.20856, 7.75583, 23.34531], [-5.54655, 5.20492, 22.91532], [-4.83505, 7.03953, 25.99819], [-3.84755, 6.44706, 24.68967], [-4.80660, 5.30346, 25.64515], [-6.15135, 5.14510, 22.01373], [-5.45176, 4.21588, 23.37202], [-4.50722, 5.31029, 22.56881]], "atomic_forces_ev_per_a": [[-0.63, -8.88, -1.34], [0.81, -0.02, -0.77], [-0.14, -0.16, 0.15], [-0.65, 1.51, 0.90], [-0.09, 0.10, 0.23], [-0.10, 0.04, 0.18], [0.26, -0.24, -0.41], [0.14, -0.16, 0.43], [0.40, 0.00, 0.46], [-0.69, -0.13, -0.21], [-0.08, 0.38, 0.15], [-0.35, 0.22, -0.64], [-0.07, 0.18, 0.04], [-0.19, 0.12, -0.13], [0.44, 0.13, 0.11], [0.00, -0.35, -0.07], [0.19, -0.14, 0.13], [-0.04, 0.14, 0.14], [0.15, -0.18, 0.06], [0.17, -0.38, -0.71], [-0.09, -0.10, -0.02], [0.49, -0.44, -0.37], [-0.57, 0.62, 0.20], [-0.49, 0.26, 0.52], [-0.05, 0.11, 0.08], [-0.02, 0.26, -0.05], [-0.07, 0.02, 0.08], [0.16, -0.14, 0.03], [0.43, -0.15, 0.02], [-0.12, 0.16, 0.21], [-0.80, -0.36, -0.37], [1.03, 1.79, 0.95], [0.56, 0.56, 0.31], [-0.08, -0.13, 0.00], [0.15, -0.10, -0.04], [-0.03, 0.05, 0.09], [-0.34, -0.15, 0.07], [0.00, 0.01, -0.03], [0.01, -0.28, -0.08], [0.33, 0.25, -0.12], [-1.30, 0.04, 0.29], [1.04, 1.16, -0.52], [0.28, -0.23, -0.46], [0.13, -0.04, 0.03], [0.04, 0.05, 0.05], [-0.10, -0.17, -0.17], [-0.01, -0.03, -0.02], [0.00, 0.14, 0.13], [0.02, 0.21, 0.20], [0.80, 0.48, 0.07], [-0.49, -1.01, 0.65], [0.10, 2.07, -0.82], [0.23, -0.09, -0.39], [-0.34, -0.27, 0.02], [-0.19, 0.02, -0.15], [-0.25, 0.15, -0.09], [0.01, -0.04, -0.04], [-0.05, 0.24, -0.13], [-0.20, 0.13, 0.26], [-0.09, -0.69, -0.68], [0.20, 0.58, 0.31], [-0.86, 0.93, 0.22], [-0.06, -0.56, 0.54], [-0.11, -0.06, 0.18], [-0.01, 0.39, 0.06], [0.23, 0.15, 0.32], [-0.13, 0.41, -0.25], [0.16, 0.02, -0.01], [-0.03, 0.03, -0.08], [-0.46, -0.75, 0.60], [0.14, -0.26, -0.41], [0.83, 2.04, 0.25], [0.13, 0.68, -0.05], [0.03, 0.11, 0.04], [-0.03, 0.01, -0.30], [0.13, 0.13, -0.08], [0.11, -0.18, -0.16], [-0.02, -0.25, 0.23], [-0.01, 0.01, 0.09], [0.82, 0.37, -0.13], [-0.77, -0.75, 0.40], [0.78, 0.33, 0.19], [1.26, -0.88, -0.85], [-0.44, 0.03, -0.04], [-0.04, -0.08, -0.14], [-0.23, -0.04, -0.08], [-0.36, 0.06, 0.23], [-0.80, 0.09, 0.34], [-0.11, 0.91, 0.17]], "mulliken_charge": [1.263, -0.145, 0.026, 2.538, -0.712, -0.304, 0.355, -0.787, -0.023, -0.421, -0.434, -0.601, 0.541, 0.437, 0.323, 0.384, 0.470, -0.271, 0.309, -0.222, -0.109, -0.913, -0.483, -0.587, 0.590, 0.408, 0.461, 0.401, 0.429, -0.261, 0.601, -0.825, -1.210, 0.639, -0.286, 0.012, 0.441, 0.472, 0.329, -1.018, 0.406, -0.857, 0.576, 0.449, 0.198, 0.492, -0.485, 0.685, -0.528, -1.404, 1.171, -1.003, -1.180, 0.496, 0.359, 0.428, 0.589, 0.013, 0.568, -0.930, 0.444, -0.695, -0.700, 0.182, 0.467, 0.392, 0.237, 0.103, 0.566, -1.159, 0.781, -0.655, -1.338, 0.507, 0.676, 0.034, 0.418, 0.428, 0.464, -0.437, 0.397, -0.578, -0.677, 0.081, -0.097, 0.514, 0.402, 0.382, -0.004], "total_charge": 3, "spin_multiplicity": 1, "homo_lumo_gap_ev": 3.932, "relative_energy_kj_mol": 0.0, "fmax_ha_per_bohr": 0.1750}

{"formula": "C24H46F6O30S7", "method": "the ωB97M-V functional and the def2-TZVPD basis", "symbols": ["C", "C", "O", "C", "O", "C", "F", "F", "F", "H", "H", "H", "H", "H", "C", "C", "O", "C", "O", "C", "F", "F", "F", "H", "H", "H", "H", "H", "O", "S", "O", "O", "C", "C", "C", "H", "H", "H", "H", "H", "H", "H", "H", "O", "S", "O", "O", "C", "C", "C", "H", "H", "H", "H", "H", "H", "H", "H", "C", "C", "O", "S", "O", "O", "O", "H", "H", "H", "H", "C", "C", "O", "S", "O", "O", "O", "H", "H", "H", "H", "C", "C", "O", "S", "O", "O", "O", "H", "H", "H", "H", "C", "C", "O", "S", "O", "O", "O", "H", "H", "H", "H", "C", "C", "O", "S", "O", "O", "O", "H", "H", "H", "H"], "positions_angstrom": [[7.05539, -3.38495, 1.87190], [5.94236, -3.62531, 0.79923], [5.84431, -2.35027, 0.05233], [4.93656, -2.28405, -0.92344], [4.36680, -3.15385, -1.49260], [4.54569, -0.86482, -1.42149], [5.62638, -0.11445, -1.27507], [4.21625, -0.95720, -2.69378], [3.56235, -0.33289, -0.67135], [7.98086, -3.32095, 1.40221], [7.09568, -4.25401, 2.56342], [6.89048, -2.46893, 2.46160], [4.99278, -3.95656, 1.30169], [6.27133, -4.30816, -0.01591], [2.53336, -5.98050, 0.31909], [1.46763, -5.02228, -0.09121], [0.28363, -5.44378, 0.67346], [-0.66028, -4.55235, 0.70280], [-0.73033, -3.50442, 0.08527], [-1.81697, -5.08755, 1.53296], [-2.89266, -5.16138, 0.68021], [-1.57869, -6.25769, 2.09461], [-2.09266, -4.12793, 2.50822], [3.52331, -5.71761, -0.13088], [2.28289, -6.93855, -0.07360], [2.67012, -5.91154, 1.38128], [1.25094, -5.09883, -1.14521], [1.70417, -3.98471, 0.29159], [-0.03891, -1.87500, -5.00163], [0.33826, -1.57867, -3.62563], [0.69218, -0.25005, -3.28072], [-0.89280, -1.83399, -2.66561], [-1.89384, -2.84731, -3.01625], [-3.22521, -2.52287, -2.42969], [1.57828, -2.70681, -3.04887], [-1.50974, -3.79136, -2.71833], [-2.07784, -2.78438, -4.09970], [-4.00572, -3.14905, -2.91286], [-3.43651, -1.41842, -2.53541], [-3.22758, -2.72905, -1.36675], [2.44813, -2.41303, -3.60485], [1.28114, -3.74542, -3.34004], [1.79319, -2.53944, -1.94807], [-2.97108, -0.66312, 2.26470], [-4.34444, -0.33045, 2.00208], [-4.68736, -0.03717, 0.60701], [-5.27894, -1.46293, 2.59438], [-5.39160, -2.70756, 1.89658], [-6.34376, -2.65399, 0.80218], [-4.75837, 1.01232, 3.02861], [-5.67927, -3.34716, 2.71780], [-4.40998, -3.05151, 1.61857], [-7.36115, -2.58638, 1.13168], [-6.33417, -3.57783, 0.21345], [-6.16902, -1.78681, 0.09453], [-4.34242, 0.83929, 4.07647], [-5.88631, 1.05089, 3.04692], [-4.19890, 1.79303, 2.54241], [-2.85288, 4.53479, 5.28419], [-1.86455, 5.47778, 4.62058], [-0.81440, 4.64346, 4.06069], [-1.45146, 3.21423, 3.67045], [-0.52483, 2.12391, 3.67014], [-2.26712, 3.40247, 2.51459], [-2.37747, 3.16186, 4.97453], [-3.91530, 4.64070, 4.94412], [-2.78071, 4.41936, 6.39386], [-1.48315, 6.13535, 5.40148], [-2.20463, 6.03802, 3.72077], [0.21281, 1.75444, -5.61315], [1.03082, 2.11926, -4.33156], [0.94335, 3.65153, -4.40548], [-0.51820, 3.97437, -4.73447], [-0.56854, 5.35525, -5.19192], [-1.34136, 3.55497, -3.61940], [-0.68024, 2.81813, -5.83555], [-0.43681, 0.84037, -5.56645], [0.87006, 1.71631, -6.42959], [2.03362, 1.71346, -4.32339], [0.50624, 1.96913, -3.42337], [0.30990, -0.93421, 1.86559], [1.56920, -0.19498, 2.34435], [2.09486, -1.00746, 3.37384], [1.85659, -2.54815, 2.90472], [1.89744, -3.42632, 4.04149], [2.73390, -2.73692, 1.80641], [0.39230, -2.35773, 2.42848], [0.21264, -1.09499, 0.78202], [-0.57573, -0.53184, 2.43869], [1.21393, 0.71735, 2.83764], [2.32100, 0.11613, 1.61633], [2.29650, 6.17544, -2.07865], [1.37637, 5.67165, -0.99836], [0.51513, 6.81849, -0.73251], [1.43818, 8.12866, -0.73913], [2.02093, 8.49515, 0.50267], [0.77189, 9.09282, -1.53743], [2.62179, 7.48903, -1.57374], [1.65492, 6.34636, -2.97027], [3.18582, 5.53316, -2.06582], [1.83570, 5.32788, -0.10632], [0.60169, 4.98128, -1.26205], [-1.37234, 1.28353, -0.17578], [-1.59473, 2.77945, -0.54956], [-0.41233, 3.48967, 0.04829], [0.86967, 2.54559, 0.00830], [1.50237, 2.54223, 1.25392], [1.57911, 2.89924, -1.15240], [0.08697, 1.17929, -0.08702], [-1.57742, 0.56955, -0.90531], [-1.81013, 0.93789, 0.80465], [-2.45000, 3.24260, -0.13149], [-1.61933, 3.07077, -1.60290]], "atomic_forces_ev_per_a": [[-2.17, -0.75, 0.39], [1.02, 0.02, 0.03], [-1.40, 0.28, 0.17], [-0.15, 0.76, 0.44], [-0.37, -2.03, 0.03], [1.49, -0.75, 1.79], [0.30, 1.16, -0.41], [-0.47, 0.65, -0.21], [-0.01, -0.21, -0.72], [1.70, 0.23, -0.84], [-0.16, 0.53, -0.40], [-0.20, -0.40, -0.31], [0.63, 0.73, -0.95], [-0.32, -0.16, 1.06], [1.43, 0.86, -0.88], [0.41, 1.09, 1.41], [0.91, 0.17, -0.48], [-0.50, 1.04, -1.29], [0.07, -1.29, 0.82], [-0.96, 1.95, 0.45], [0.62, -0.25, 1.21], [-0.56, 0.35, -0.01], [-0.04, -1.74, -1.19], [-0.84, 0.07, 0.15], [-0.11, -1.05, 0.28], [-0.06, -0.47, 0.58], [-0.24, 0.35, -0.27], [-0.26, -1.09, -1.05], [0.66, 0.07, 1.45], [-1.48, -0.83, -0.81], [0.90, 0.63, 0.15], [-0.57, -0.51, -0.07], [-0.16, 1.11, -1.59], [-0.57, 0.98, 0.80], [-0.40, -0.29, 0.64], [0.25, -0.92, 0.21], [0.76, -0.30, 0.20], [0.46, 0.56, 0.23], [0.01, -1.23, -0.17], [-0.15, -0.04, 0.34], [0.55, -0.06, -0.26], [0.24, 0.89, 0.50], [-0.56, -0.35, -1.37], [0.00, -0.13, -0.09], [0.47, -0.40, -1.60], [0.20, -0.28, 1.85], [0.07, 1.52, 0.18], [1.02, -0.58, 1.29], [-1.01, 0.59, -2.62], [-0.98, -0.96, 1.61], [-0.36, -0.51, -0.03], [0.53, 0.07, -0.36], [-0.61, 0.28, 0.45], [0.33, 0.08, 0.05], [-0.01, -1.10, 0.85], [-0.58, 0.11, -1.47], [1.33, 0.58, -0.11], [-0.29, 0.83, -0.02], [-0.86, -2.10, 0.75], [0.29, 0.36, -1.05], [0.46, -0.86, 0.33], [-0.01, 0.14, 0.35], [-0.54, 1.27, 0.49], [-0.22, 0.02, -0.03], [-0.07, 0.14, -0.92], [1.02, -0.03, 0.29], [-0.26, 1.08, -0.88], [0.53, 0.04, -0.48], [-0.42, -0.19, 1.07], [-0.56, -1.16, 1.79], [-1.47, 1.40, -0.94], [2.28, -1.31, 0.07], [-0.95, 1.23, 0.63], [-0.26, -2.76, 0.17], [0.19, 0.69, -0.91], [-1.10, 2.08, -0.54], [1.09, 0.62, 0.30], [0.85, -0.20, -1.27], [0.18, 0.63, 0.01], [-0.17, -0.78, 0.63], [-1.05, -1.02, 0.54], [-0.77, 1.22, 0.33], [0.34, -1.66, 0.47], [0.18, 0.82, 2.50], [0.00, 0.83, -1.22], [0.56, -0.65, -0.93], [0.27, 1.05, -0.36], [-0.23, 0.43, 0.59], [0.76, -0.46, -1.29], [0.32, -0.19, -0.19], [-0.14, -0.61, -0.14], [-1.17, 0.16, 0.64], [-2.01, 0.41, -0.39], [0.95, 0.97, 0.83], [0.17, -0.06, -0.89], [-0.55, -0.19, 0.44], [-0.31, 0.28, 0.21], [0.87, -0.29, -0.31], [1.12, -0.65, -0.03], [-0.17, 0.54, -0.87], [0.73, -0.03, 0.89], [0.33, -0.62, -0.68], [0.79, 1.36, 1.53], [1.30, 0.14, -0.02], [-0.93, -1.01, 0.04], [-2.82, 0.18, 0.06], [1.23, 0.44, 1.47], [1.04, -0.61, -1.28], [0.25, -0.13, -0.34], [-0.96, -0.86, -1.46], [0.49, 0.73, -0.95], [-0.74, 0.14, 0.92], [0.33, -0.77, 0.01]], "mulliken_charge": [-1.408, 0.231, -0.288, 0.352, -0.546, 0.968, -0.273, -0.207, -0.196, 0.413, 0.375, 0.321, -0.028, 0.352, -1.594, 0.873, -0.290, 0.281, -0.488, 0.914, -0.247, -0.254, -0.211, 0.267, 0.455, 0.371, 0.222, -0.374, -0.777, 0.969, -0.258, -0.028, -0.453, -0.904, -0.748, 0.264, 0.438, 0.425, 0.264, 0.048, 0.537, 0.391, -0.222, -0.530, 1.419, -0.765, -0.333, 0.202, -1.139, -0.972, 0.317, -0.144, 0.363, 0.384, 0.225, 0.312, 0.409, 0.233, -0.293, -0.256, -0.340, 1.214, -0.548, -0.599, -0.361, 0.215, 0.297, 0.287, 0.267, -0.155, 0.129, -0.394, 1.132, -0.604, -0.560, -0.361, 0.136, 0.337, 0.590, -0.334, 0.916, 0.196, -0.513, 0.666, -0.657, -0.236, -0.153, -0.320, -0.128, 0.078, 0.096, -0.098, 0.233, -0.303, 1.107, -0.563, -0.558, -0.373, 0.369, 0.255, 0.271, -0.302, 0.571, -0.277, -0.312, 1.001, -0.693, -0.489, 0.311, 0.115, -0.538, 0.513, 0.098], "spin_multiplicity": 1, "homo_lumo_gap_ev": 10.584, "fmax_ha_per_bohr": 0.0557}

no.,HOMO (eV)
1,-14.48
2,-10.55